The following is a DFT calculation (ωB97M-V with the def2-TZVPD basis set) of C40H48HfO2P2S2 as an isolated structure.

Geometry as XYZ:
```
95
Properties=species:S:1:pos:R:3:forces:R:3:mulliken_charge:R:1
Hf 0.26166 0.11290 0.28904 0.1 0.6 0.7 -0.96
C 0.43169 2.61420 3.69135 0.0 0.0 0.0 -2.03
C 1.12144 1.64560 2.76871 0.0 0.0 0.0 1.12
C 1.96769 2.15217 1.76663 0.0 0.0 0.0 1.16
C 2.06442 3.63244 1.51376 0.0 0.0 0.0 -2.07
C 2.83209 1.28463 1.07010 -0.1 -0.1 0.0 1.63
C 3.82909 1.83669 0.09332 0.0 0.0 0.0 -2.59
C 2.86764 -0.08022 1.40908 0.0 0.0 0.1 1.14
C 3.99575 -0.91039 0.86804 0.0 0.0 -0.1 -1.85
C 1.93014 -0.61458 2.31990 0.1 0.0 0.1 0.50
C 2.05073 -2.05935 2.74132 0.0 0.0 0.0 -1.72
C 1.01062 0.24780 2.96510 0.1 -0.1 -0.1 1.20
C 0.03714 -0.30929 3.97381 -0.1 0.0 0.0 -2.70
H 1.19401 3.22784 4.17571 0.0 0.0 0.0 0.50
H -0.12997 2.12321 4.47563 0.0 0.0 0.0 0.31
H -0.23792 3.29162 3.16484 0.0 0.0 0.0 0.45
H 1.66191 3.89723 0.53432 0.0 0.0 0.0 0.26
H 3.10573 3.95287 1.51980 0.0 0.0 0.0 0.40
H 1.53016 4.21805 2.25171 0.0 0.0 0.0 0.52
H 4.75320 2.08914 0.62133 0.0 0.0 0.0 0.49
H 3.46884 2.73931 -0.39045 0.0 0.0 0.0 0.56
H 4.06905 1.11952 -0.68766 0.0 0.0 0.0 0.49
H 4.15697 -1.81184 1.45007 0.0 0.0 0.0 0.48
H 4.92176 -0.33770 0.89026 0.0 0.0 0.0 0.52
H 3.83124 -1.18507 -0.17793 0.0 0.0 0.0 0.10
H 2.87690 -2.15141 3.45129 0.0 0.0 0.0 0.47
H 2.26947 -2.72144 1.90591 0.0 0.0 0.0 0.36
H 1.16720 -2.43545 3.24745 0.0 0.0 0.0 0.38
H 0.52752 -0.46969 4.93604 0.0 0.0 0.0 0.38
H -0.36815 -1.26989 3.65973 0.0 0.0 0.0 0.40
H -0.81171 0.34925 4.12457 0.0 0.0 0.0 0.47
C 2.75434 -6.57411 -0.34258 0.1 0.0 0.0 -0.67
C 1.40701 -6.30715 -0.52119 0.0 0.0 0.0 -0.83
C 0.96155 -4.99698 -0.62152 0.0 0.0 0.1 -0.63
C 1.87138 -3.94453 -0.53727 0.1 0.0 0.0 0.54
C 3.22919 -4.22056 -0.35464 0.0 0.0 0.0 -0.12
C 3.66733 -5.53020 -0.26188 0.0 0.0 0.0 -0.86
P 1.34331 -2.22197 -0.73050 -0.2 0.1 0.0 2.81
C -0.46377 -2.32720 -0.63402 0.0 -0.4 -0.2 -0.20
C -1.00684 -2.24005 0.65858 0.0 0.2 -0.1 0.19
C -2.37668 -2.38767 0.85814 0.0 0.0 0.0 -0.56
C -3.19003 -2.65398 -0.23129 0.0 0.0 -0.1 -0.82
C -2.65418 -2.75997 -1.51486 0.0 0.0 0.1 -0.80
C -1.29934 -2.57735 -1.72450 0.0 0.0 0.1 -0.91
C 1.77828 -1.63653 -2.36979 0.0 -0.1 -0.1 0.32
C 2.19828 -2.48055 -3.36652 0.0 0.0 0.0 -0.46
C 2.59992 -1.96393 -4.61524 0.0 0.0 0.0 -1.11
C 2.57340 -0.61786 -4.82936 0.0 0.0 0.0 -0.88
C 2.14584 0.28257 -3.81942 0.0 0.0 0.0 1.50
C 2.12084 1.67608 -4.05456 0.0 0.0 0.0 -0.95
C 1.70632 2.53894 -3.08075 0.0 0.0 0.1 -1.40
C 1.29985 2.03379 -1.83033 0.0 0.0 0.0 0.65
C 1.31128 0.68646 -1.53076 0.2 -0.1 -0.5 0.66
C 1.74421 -0.21745 -2.55646 0.0 0.0 0.0 -1.23
H 3.09507 -7.59768 -0.26787 0.0 0.0 0.0 0.41
H 0.69792 -7.12063 -0.58675 0.0 0.0 0.0 0.47
H -0.09407 -4.80736 -0.76127 0.0 0.0 0.0 0.38
H 3.95374 -3.41922 -0.30491 0.0 0.0 0.0 0.41
H 4.71957 -5.73788 -0.12787 0.0 0.0 0.0 0.47
H -0.34068 -2.15395 1.52501 0.0 0.0 0.0 0.30
H -2.79065 -2.31955 1.85508 0.0 0.0 0.0 0.48
H -4.25389 -2.78267 -0.08903 0.0 0.0 0.0 0.45
H -3.30823 -2.97152 -2.34950 0.0 0.0 0.0 0.49
H -0.87683 -2.62110 -2.72060 0.0 0.0 0.0 0.55
H 2.23512 -3.54915 -3.19283 0.0 0.0 0.0 0.59
H 2.93157 -2.64032 -5.38967 0.0 0.0 0.0 0.46
H 2.88624 -0.21110 -5.78254 0.0 0.0 0.0 0.46
H 2.43054 2.04697 -5.02311 0.0 0.0 0.0 0.44
H 1.68106 3.60400 -3.26849 0.0 0.0 0.0 0.53
H 0.93478 2.75321 -1.09670 0.0 0.0 0.0 0.28
C -3.19807 5.00000 -0.01494 0.1 0.0 0.0 -1.45
C -2.75965 3.83490 -0.86906 0.0 0.0 0.1 1.51
C -3.02792 4.00423 -2.34316 0.0 0.0 0.0 -1.40
O -3.53677 2.66326 -0.40099 0.1 -0.1 -0.1 0.12
P -2.83985 1.31135 -0.02572 0.0 0.2 0.2 0.38
S -1.67090 0.55987 -1.44114 -0.1 -0.2 -0.4 -0.45
S -1.49740 1.58473 1.47013 -0.3 0.0 0.3 -0.33
O -4.01312 0.36542 0.36236 0.0 0.0 -0.1 -0.14
C -5.26665 0.69638 1.09883 0.0 -0.1 0.0 0.55
C -6.28173 1.26032 0.13424 -0.1 0.0 0.0 -1.32
C -4.98600 1.57084 2.29722 0.0 0.0 0.0 -1.20
H -2.65930 5.89819 -0.31498 0.0 0.0 0.0 0.49
H -2.99280 4.81085 1.03818 0.0 0.0 0.0 0.30
H -4.26398 5.18668 -0.13994 0.0 0.0 0.0 0.30
H -1.70441 3.60490 -0.68802 0.0 0.0 0.0 -0.57
H -4.08575 4.19331 -2.52104 0.0 0.0 0.0 0.33
H -2.72552 3.11939 -2.90159 0.0 0.0 0.0 0.29
H -2.46298 4.85642 -2.72099 0.0 0.0 0.0 0.44
H -5.58196 -0.29403 1.42811 0.0 0.0 0.0 0.37
H -6.04087 2.28109 -0.15391 0.0 0.0 0.0 0.18
H -7.25920 1.26139 0.61789 0.0 0.0 0.0 0.49
H -6.35128 0.64173 -0.75926 0.0 0.0 0.0 0.34
H -4.66537 2.56930 1.99815 0.0 0.0 0.0 0.20
H -4.23188 1.12902 2.94738 0.0 0.0 0.0 0.26
H -5.90567 1.68038 2.87120 0.0 0.0 0.0 0.52
```
Forces are in eV/Å.

Results
Kohn-Sham gap ... 6.85 eV
Net charge ... +2
2S+1 ... 1